{"formula": "C4H11N3", "method": "ωB97M-V/def2-TZVPD", "species": ["H", "N", "C", "C", "C", "N", "C", "N", "H", "H", "H", "H", "H", "H", "H", "H", "H", "H"], "xyz": [[0.964328, 2.369197, -1.694973], [0.929855, 1.514573, -1.045494], [-0.266933, 1.041064, -1.208634], [-0.636136, -0.275901, -0.435657], [-0.198787, -1.479721, -1.314650], [-0.200724, -0.351913, 0.959231], [1.175893, -0.156784, 1.309846], [-1.174601, 0.477452, 1.648087], [-1.008655, 1.403757, -1.931571], [-1.758008, -0.304868, -0.320451], [0.819938, -1.520671, -1.683311], [-0.809153, -1.408225, -2.141403], [-0.217863, -2.359349, -0.666959], [1.322369, -0.471016, 2.394238], [1.620668, -0.869595, 0.692220], [1.536529, 0.775342, 1.058766], [-1.346020, 0.171645, 2.652261], [-0.752698, 1.445012, 1.728454]], "forces_ev_per_angstrom": [[0.406, -1.326, 1.136], [-2.318, 1.542, -1.961], [1.632, -1.275, 1.243], [-0.084, 0.452, -0.634], [1.432, 0.455, 2.596], [-2.526, 0.352, 0.362], [-1.414, -1.863, 2.051], [1.129, 1.143, 1.728], [0.162, 0.204, 0.158], [1.194, -0.093, -0.452], [0.413, 0.833, 0.043], [-1.549, -0.819, -1.839], [-0.923, -0.241, -0.450], [-0.075, 0.589, -1.310], [1.583, -1.162, -0.838], [0.952, 2.199, -0.070], [0.675, 0.135, -1.760], [-0.691, -1.124, -0.001]], "lowdin_charge": [0.07, 0.08, -0.17, -0.37, -0.05, -0.27, -0.11, 0.00, 0.11, 0.13, 0.07, 0.04, 0.08, 0.11, 0.06, 0.02, 0.10, 0.09], "lumo_ev": 1.06, "relative_energy_kcal_mol": 80.8, "fmax_ev_per_a": 3.4, "smiles": "[H]/N=C/[C@@H](C)N(C)N", "total_charge": 0, "molar_mass_g_mol": 101.153}